1.
{
  "formula": "C7H9NO",
  "method": "wB97M-V/def2-TZVPD",
  "smiles": "N#C[C@@H]1[C@@H]2C[C@H]2C[C@@H]1O",
  "de_lowest_kj_mol": 389.1,
  "lumo_energy_ev": 0.81,
  "spin_multiplicity": 1,
  "orbital_gap_ev": 9.88,
  "species": ["C", "C", "C", "C", "C", "C", "C", "H", "H", "H", "H", "H", "H", "H", "H", "H", "N", "O"],
  "xyz": [[0.56, 1.10, 0.42], [-0.71, 1.52, -0.51], [-1.29, 0.12, -0.73], [-2.35, -0.81, -0.22], [-1.23, -0.47, 0.75], [0.27, -0.42, 0.95], [1.12, -1.23, 0.04], [1.98, 0.55, -0.78], [0.48, 1.75, 1.28], [-1.33, 2.21, 0.03], [-0.45, 1.96, -1.46], [-0.58, -0.55, -1.23], [-2.39, -1.76, -0.71], [-3.29, -0.39, 0.05], [-1.60, 0.22, 1.50], [0.68, -0.57, 1.96], [1.94, -1.75, -0.58], [1.84, 1.25, -0.11]],
  "mulliken_charge": [-0.144, -0.853, 0.053, -0.473, -0.398, 0.099, -0.007, 0.346, 0.393, 0.299, 0.326, 0.227, 0.254, 0.258, 0.211, 0.461, -0.515, -0.536]
}

2.
{
  "formula": "C7H9NO2",
  "method": "wB97M-V/def2-TZVPD",
  "de_lowest_kj_mol": 864.2,
  "lumo_energy_ev": [-0.58, -0.58],
  "spin_multiplicity": 1,
  "orbital_gap_ev": [7.98, 7.99],
  "species": ["C", "C", "C", "C", "C", "C", "C", "N", "O", "O", "H", "H", "H", "H", "H", "H", "H", "H", "H"],
  "xyz": [[-1.04, -1.71, -0.53], [-1.76, -1.17, 0.75], [0.84, 1.26, 1.03], [-1.32, 0.96, -0.94], [1.85, 1.07, -0.08], [-1.03, -0.29, -0.14], [-0.24, 0.90, 0.15], [2.42, -0.17, -0.07], [2.28, -0.95, 0.87], [3.22, -0.38, -0.97], [-0.11, -2.33, -0.64], [-1.71, -1.90, -1.45], [-2.89, -1.11, 0.72], [-1.26, -1.24, 1.71], [0.99, 0.50, 1.75], [0.92, 2.38, 1.38], [-1.11, 0.89, -2.04], [-2.05, 1.65, -0.57], [1.99, 1.66, -0.93]],
  "mulliken_charge": [-0.571, -0.837, -0.093, -0.687, -0.793, 0.462, 0.211, 0.990, -0.629, -0.667, 0.238, 0.213, 0.246, 0.250, 0.350, 0.245, 0.253, 0.282, 0.538]
}

3.
{
  "formula": "C7H9NO2",
  "method": "wB97M-V/def2-TZVPD",
  "smiles": "c1ccncc1.CC(=O)O",
  "de_lowest_kj_mol": 346.0,
  "lumo_energy_ev": 0.56,
  "spin_multiplicity": 1,
  "orbital_gap_ev": 10.11,
  "species": ["C", "C", "C", "C", "C", "C", "C", "H", "H", "H", "H", "H", "H", "H", "H", "H", "N", "O", "O"],
  "xyz": [[0.58, 2.17, -0.37], [1.59, 2.88, -1.30], [-1.96, -1.12, 0.00], [-0.71, -0.87, -0.49], [0.39, -1.43, 0.33], [0.14, -2.42, 1.19], [-1.16, -2.73, 1.41], [0.06, 0.51, 0.15], [1.58, 3.94, -1.00], [2.56, 2.58, -1.15], [1.16, 2.80, -2.31], [-2.87, -0.47, -0.33], [-0.55, -0.09, -1.26], [1.34, -0.94, 0.27], [0.89, -3.01, 1.54], [-1.34, -3.21, 2.38], [-2.21, -2.06, 0.97], [-0.09, 2.68, 0.52], [0.61, 0.80, -0.53]],
  "mulliken_charge": [0.656, -1.072, -0.108, -0.488, -0.045, -0.577, -0.277, 0.502, 0.327, 0.345, 0.283, 0.279, 0.477, 0.448, 0.502, 0.324, -0.551, -0.581, -0.443]
}

4.
{
  "formula": "C7H9NO2",
  "method": "wB97M-V/def2-TZVPD",
  "smiles": "[O-][N+](O)=C=CC1CC=CC1",
  "de_lowest_kj_mol": 681.7,
  "lumo_energy_ev": 0.77,
  "spin_multiplicity": 1,
  "orbital_gap_ev": 9.41,
  "species": ["C", "C", "C", "C", "C", "C", "C", "N", "O", "O", "H", "H", "H", "H", "H", "H", "H", "H", "H"],
  "xyz": [[0.43, 1.24, 0.05], [1.49, 0.58, -0.19], [-1.08, -0.52, -0.97], [-0.80, -1.41, 0.17], [-1.66, 0.67, 1.12], [-1.05, 0.86, -0.28], [-1.05, -0.78, 1.31], [2.49, -0.18, -0.31], [3.09, -0.85, 0.56], [3.12, -0.25, -1.60], [0.70, 2.24, 0.46], [-0.42, -0.47, -1.88], [-2.20, -0.60, -1.34], [-0.49, -2.42, -0.01], [3.89, -0.77, -1.57], [-1.36, 1.29, 1.91], [-2.72, 0.64, 1.07], [-1.42, 1.73, -0.87], [-0.97, -1.01, 2.34]],
  "mulliken_charge": [-0.657, 0.022, -0.649, -0.599, -0.854, 0.152, -0.326, 0.697, -0.710, -0.460, 0.330, 0.353, 0.328, 0.465, 0.337, 0.430, 0.315, 0.361, 0.465]
}

5.
{
  "formula": "C7H9NO2S",
  "method": "wB97M-V/def2-TZVPD",
  "smiles": "C=CCc1cccs1.O=NO",
  "de_lowest_kj_mol": 477.1,
  "lumo_energy_ev": 0.26,
  "spin_multiplicity": 1,
  "orbital_gap_ev": 9.05,
  "species": ["C", "C", "C", "C", "C", "C", "C", "N", "O", "O", "S", "H", "H", "H", "H", "H", "H", "H", "H", "H"],
  "xyz": [[2.00, 1.57, -0.16], [1.67, 1.35, 1.13], [-3.30, -0.04, -1.50], [-2.33, -0.26, -0.62], [1.14, 0.88, -1.05], [0.12, 0.24, -0.45], [-0.95, -0.58, -1.14], [2.08, -1.27, 2.11], [1.27, -2.23, 2.85], [2.58, -1.78, 1.18], [0.20, 0.44, 1.22], [2.84, 2.14, -0.34], [2.28, 1.83, 1.88], [-4.22, 0.39, -1.15], [-3.00, 0.30, -2.56], [-2.75, -0.24, 0.42], [1.12, 0.82, -2.25], [0.73, -1.77, 3.60], [-0.60, -1.53, -1.04], [-0.89, -0.25, -2.13]],
  "mulliken_charge": [-0.519, -0.421, -0.786, 0.030, -0.335, 0.624, -0.686, 0.324, -0.452, -0.282, -0.258, 0.460, 0.404, 0.320, 0.217, 0.216, 0.157, 0.358, 0.365, 0.263]
}

6.
{
  "formula": "C7H9NO2SSi",
  "method": "wB97M-V/def2-TZVPD",
  "de_lowest_kj_mol": 177.4,
  "lumo_energy_ev": [-1.45, -0.89],
  "spin_multiplicity": 1,
  "orbital_gap_ev": [8.51, 7.42],
  "species": ["C", "C", "C", "C", "C", "C", "C", "N", "O", "O", "Si", "S", "H", "H", "H", "H", "H", "H", "H", "H", "H"],
  "xyz": [[2.06, -2.37, 0.25], [2.89, 3.04, 0.12], [-3.27, -0.43, 0.81], [2.06, 2.07, 0.50], [-2.10, -0.87, 0.32], [-0.99, 0.17, 0.23], [-1.83, -2.07, -0.52], [1.30, -3.19, 0.51], [-1.09, 1.33, 0.48], [0.13, -0.36, -0.27], [1.52, 0.58, -0.52], [3.00, -1.02, -0.08], [3.10, 3.77, 0.91], [3.47, 3.10, -0.81], [-4.21, -0.95, 0.66], [-3.31, 0.57, 1.30], [1.41, 2.13, 1.39], [-0.94, -1.98, -1.28], [-1.48, -2.74, 0.29], [-2.64, -2.53, -1.04], [0.93, 1.76, -3.25]],
  "mulliken_charge": [0.434, -0.493, -0.869, -0.091, 0.376, 0.702, -0.877, -0.442, -0.580, 0.286, -0.382, -0.207, 0.225, 0.263, 0.307, 0.234, 0.293, 0.132, 0.287, 0.404, -0.003]
}

7.
{
  "formula": "C7H9NO3",
  "method": "wB97M-V/def2-TZVPD",
  "smiles": "COC(=O)C1=C2CCON2C1",
  "de_lowest_kj_mol": 492.7,
  "lumo_energy_ev": 0.46,
  "spin_multiplicity": 1,
  "orbital_gap_ev": 9.41,
  "species": ["C", "C", "C", "C", "C", "C", "C", "N", "O", "O", "O", "H", "H", "H", "H", "H", "H", "H", "H", "H"],
  "xyz": [[-0.23, -0.18, 0.21], [0.95, 0.41, 0.53], [-1.60, 0.28, 0.40], [0.38, -1.51, 0.07], [1.95, 1.49, 0.30], [3.07, 0.57, -0.38], [-3.85, -0.34, -0.44], [1.72, -1.00, 0.64], [-1.80, 1.15, 1.22], [2.72, -0.72, -0.35], [-2.42, -0.51, -0.29], [0.07, -2.37, 0.78], [0.57, -2.15, -0.86], [1.47, 2.21, -0.35], [2.41, 1.80, 1.21], [3.11, 0.94, -1.39], [4.12, 0.67, 0.16], [-3.96, 0.22, -1.30], [-4.22, 0.33, 0.32], [-4.45, -1.27, -0.48]],
  "mulliken_charge": [0.514, 0.068, 0.339, -0.395, -0.546, -0.355, -0.747, -0.237, -0.571, -0.250, -0.272, 0.199, 0.249, 0.339, 0.266, 0.230, 0.265, 0.328, 0.349, 0.230]
}

8.
{
  "formula": "C7H9NO3",
  "method": "wB97M-V/def2-TZVPD",
  "smiles": "C/C(O)=C(/C#N)C(=O)[C@@H](C)O",
  "de_lowest_kj_mol": 187.3,
  "lumo_energy_ev": 0.22,
  "spin_multiplicity": 1,
  "orbital_gap_ev": 9.38,
  "species": ["C", "C", "C", "C", "C", "C", "C", "N", "O", "O", "O", "H", "H", "H", "H", "H", "H", "H", "H", "H"],
  "xyz": [[2.15, -1.08, -0.05], [1.27, -0.07, -0.16], [1.33, 1.04, -0.96], [0.24, -0.11, 0.93], [0.38, 2.15, -0.79], [-1.81, -1.43, 1.51], [-0.89, -1.06, 0.40], [2.99, -1.87, -0.04], [0.20, 0.28, 2.09], [2.19, 1.10, -1.96], [-1.47, -0.30, -0.67], [0.46, 2.91, -1.57], [-0.60, 1.64, -0.76], [0.52, 2.54, 0.19], [-2.32, -2.41, 1.33], [-1.20, -1.44, 2.45], [-2.68, -0.69, 1.76], [-0.48, -1.96, -0.05], [1.80, 1.72, -2.55], [-2.06, -0.97, -1.08]],
  "mulliken_charge": [0.071, 0.062, 0.692, 0.326, -1.163, -1.252, 0.415, -0.561, -0.581, -0.470, -0.543, 0.482, 0.267, 0.306, 0.348, 0.306, 0.276, 0.422, 0.290, 0.307]
}

9.
{
  "formula": "C7H9NOS",
  "method": "wB97M-V/def2-TZVPD",
  "smiles": "NC(=O)[C@@H]1C=CC=C(S)C1",
  "de_lowest_kj_mol": 28.0,
  "lumo_energy_ev": 0.52,
  "spin_multiplicity": 1,
  "orbital_gap_ev": 8.54,
  "species": ["C", "C", "C", "C", "C", "C", "C", "N", "O", "S", "H", "H", "H", "H", "H", "H", "H", "H", "H"],
  "xyz": [[-0.75, -1.24, -0.35], [0.17, -1.76, 0.48], [-0.72, 0.29, -0.81], [1.34, -1.04, 0.82], [-1.54, 1.14, 0.18], [0.77, 0.74, -0.90], [1.64, 0.03, 0.05], [-2.44, 0.47, 0.98], [-1.37, 2.36, 0.26], [3.28, 0.67, 0.20], [-1.49, -1.81, -0.92], [0.05, -2.82, 0.83], [-1.28, 0.30, -1.83], [2.06, -1.53, 1.49], [1.26, 0.56, -1.83], [0.87, 1.83, -0.48], [-2.37, -0.57, 1.13], [-2.69, 1.00, 1.76], [3.20, 1.37, -1.04]],
  "mulliken_charge": [-1.132, -0.007, 0.248, -0.574, 0.273, -1.403, 0.725, -0.424, -0.628, -0.260, 0.456, 0.325, 0.366, 0.321, 0.588, 0.432, 0.284, 0.247, 0.163]
}

10.
{
  "formula": "C7H9NOS",
  "method": "wB97M-V/def2-TZVPD",
  "de_lowest_kj_mol": 588.9,
  "lumo_energy_ev": -0.28,
  "spin_multiplicity": 1,
  "orbital_gap_ev": 7.33,
  "species": ["C", "C", "C", "C", "C", "C", "C", "N", "O", "S", "H", "H", "H", "H", "H", "H", "H", "H", "H"],
  "xyz": [[-1.85, 0.30, 0.72], [-0.80, 0.54, 0.22], [1.48, -1.61, 1.07], [2.53, -1.73, 0.51], [-3.06, -0.01, 1.42], [0.98, 0.43, -1.51], [0.50, 0.79, -0.18], [3.02, 1.43, 0.75], [3.78, -1.75, 0.01], [1.54, 1.27, 1.10], [-3.07, 0.37, 2.40], [-4.09, 0.35, 0.84], [-3.17, -1.06, 1.51], [1.31, -0.63, -1.46], [0.20, 0.57, -2.35], [1.84, 1.16, -1.72], [0.51, -1.51, 1.42], [3.04, 1.67, -0.25], [4.43, -1.55, 0.76]],
  "mulliken_charge": [0.298, -0.182, -0.092, -0.149, -1.188, -1.027, 0.347, -0.548, -0.504, 0.333, 0.345, 0.243, 0.326, 0.177, 0.341, 0.259, 0.420, 0.253, 0.348]
}

Repeat the tenth record exactly.
{
  "formula": "C7H9NOS",
  "method": "wB97M-V/def2-TZVPD",
  "de_lowest_kj_mol": 588.9,
  "lumo_energy_ev": -0.28,
  "spin_multiplicity": 1,
  "orbital_gap_ev": 7.33,
  "species": ["C", "C", "C", "C", "C", "C", "C", "N", "O", "S", "H", "H", "H", "H", "H", "H", "H", "H", "H"],
  "xyz": [[-1.85, 0.30, 0.72], [-0.80, 0.54, 0.22], [1.48, -1.61, 1.07], [2.53, -1.73, 0.51], [-3.06, -0.01, 1.42], [0.98, 0.43, -1.51], [0.50, 0.79, -0.18], [3.02, 1.43, 0.75], [3.78, -1.75, 0.01], [1.54, 1.27, 1.10], [-3.07, 0.37, 2.40], [-4.09, 0.35, 0.84], [-3.17, -1.06, 1.51], [1.31, -0.63, -1.46], [0.20, 0.57, -2.35], [1.84, 1.16, -1.72], [0.51, -1.51, 1.42], [3.04, 1.67, -0.25], [4.43, -1.55, 0.76]],
  "mulliken_charge": [0.298, -0.182, -0.092, -0.149, -1.188, -1.027, 0.347, -0.548, -0.504, 0.333, 0.345, 0.243, 0.326, 0.177, 0.341, 0.259, 0.420, 0.253, 0.348]
}

Please write out number 10 again, unchanged.
{
  "formula": "C7H9NOS",
  "method": "wB97M-V/def2-TZVPD",
  "de_lowest_kj_mol": 588.9,
  "lumo_energy_ev": -0.28,
  "spin_multiplicity": 1,
  "orbital_gap_ev": 7.33,
  "species": ["C", "C", "C", "C", "C", "C", "C", "N", "O", "S", "H", "H", "H", "H", "H", "H", "H", "H", "H"],
  "xyz": [[-1.85, 0.30, 0.72], [-0.80, 0.54, 0.22], [1.48, -1.61, 1.07], [2.53, -1.73, 0.51], [-3.06, -0.01, 1.42], [0.98, 0.43, -1.51], [0.50, 0.79, -0.18], [3.02, 1.43, 0.75], [3.78, -1.75, 0.01], [1.54, 1.27, 1.10], [-3.07, 0.37, 2.40], [-4.09, 0.35, 0.84], [-3.17, -1.06, 1.51], [1.31, -0.63, -1.46], [0.20, 0.57, -2.35], [1.84, 1.16, -1.72], [0.51, -1.51, 1.42], [3.04, 1.67, -0.25], [4.43, -1.55, 0.76]],
  "mulliken_charge": [0.298, -0.182, -0.092, -0.149, -1.188, -1.027, 0.347, -0.548, -0.504, 0.333, 0.345, 0.243, 0.326, 0.177, 0.341, 0.259, 0.420, 0.253, 0.348]
}